i) Entry from the Open Molecules 2025 dataset: one molecule with the formula C3H3ClO (ωB97M-V/def2-TZVPD).

Geometry as XYZ:
```
8
Properties=species:S:1:pos:R:3
C -0.909 0.269 -0.549
C -0.147 -0.664 0.025
C 1.044 -0.058 0.480
H -1.734 -0.094 -1.339
H -0.361 -1.859 0.238
H 2.077 -0.668 0.777
O 1.081 1.181 0.798
Cl -1.050 1.893 -0.429
```

Results
Spin multiplicity: 1
Orbital gap (eV): 9.12

These are the Mulliken partial charges, in e, on atoms 1 to 2:
1 C -0.0680
2 C -0.2835



ii) Entry from the Open Molecules 2025 dataset: one molecule with the formula C3H3ClO (ωB97M-V/def2-TZVPD).

Geometry as XYZ:
```
8
Properties=species:S:1:pos:R:3
C 1.132 0.051 -0.530
C 2.835 0.681 -0.676
C -0.434 -0.134 0.243
O 1.757 1.368 -0.709
Cl -0.955 -1.708 -0.233
H 0.745 -0.289 -1.511
H -0.867 0.740 -0.192
H -0.566 0.110 1.224
```

Results
Spin multiplicity: 1
Orbital gap (eV): 9.63

These are the Mulliken partial charges, in e, on atoms 1 to 2:
1 C -0.2827
2 C 0.1175



iii) Entry from the Open Molecules 2025 dataset: one molecule with the formula C3H3ClO (ωB97M-V/def2-TZVPD).

Geometry as XYZ:
```
8
Properties=species:S:1:pos:R:3
C -0.085 -0.164 0.464
C 0.646 -0.919 -0.319
C -0.481 1.108 -0.072
H 0.714 -0.397 -1.301
H 1.047 -1.903 -0.218
H -0.274 1.019 -1.156
O -1.020 2.008 0.549
Cl -0.547 -0.752 2.053
```

Results
Spin multiplicity: 1
Orbital gap (eV): 10.24

These are the Mulliken partial charges, in e, on atoms 1 to 2:
1 C 0.5214
2 C -0.6378



iv) Entry from the Open Molecules 2025 dataset: one molecule with the formula C3H3ClO (ωB97M-V/def2-TZVPD).

Geometry as XYZ:
```
8
Properties=species:S:1:pos:R:3
C 1.110 0.451 -0.251
C -0.183 0.543 -0.185
C -1.117 -0.615 0.294
H 1.706 1.404 -0.307
H -0.659 1.412 -0.308
H -1.309 -0.530 1.292
O -1.391 -1.500 -0.475
Cl 1.842 -1.166 -0.060
```

Results
Spin multiplicity: 1
Orbital gap (eV): 10.80

These are the Mulliken partial charges, in e, on atoms 1 to 2:
1 C -0.0751
2 C -0.4295



Energies relative to the most stable structure are i) 1.653; ii) 4.638; iii) 0.000; iv) 0.511, reported in eV.



i) Entry from the Open Molecules 2025 dataset: one molecule with the formula C4H5ClO (ωB97M-V/def2-TZVPD).

Geometry as XYZ:
```
11
Properties=species:S:1:pos:R:3
C -0.272 0.887 -1.427
C -0.410 -0.276 -0.446
C 0.476 -0.330 0.703
C 0.182 -0.992 1.855
H 0.754 1.136 -1.781
H -0.905 0.813 -2.357
H -0.648 1.775 -0.903
H -0.784 -1.417 1.922
H 0.815 -0.955 2.652
O -1.412 -1.006 -0.515
Cl 2.202 0.365 0.297
```

Results
Spin multiplicity: 1
Orbital gap (eV): 9.82

These are the Mulliken partial charges, in e, on atoms 1 to 2:
1 C -1.0367
2 C 0.6903



ii) Entry from the Open Molecules 2025 dataset: one molecule with the formula C4H5ClO (ωB97M-V/def2-TZVPD).

Geometry as XYZ:
```
11
Properties=species:S:1:pos:R:3
C 0.254 0.263 -0.086
C -0.791 0.666 0.642
C -1.669 -0.444 1.031
C 0.231 -1.326 -0.100
H -1.059 1.720 0.895
H -2.629 -0.204 0.581
H -1.736 -0.615 2.079
H 0.198 -1.695 -1.084
H 0.964 -1.848 0.542
O -1.066 -1.607 0.410
Cl 1.450 1.208 -0.895
```

Results
Spin multiplicity: 1
Orbital gap (eV): 10.27

These are the Mulliken partial charges, in e, on atoms 1 to 2:
1 C 0.2602
2 C -0.3285



Energies relative to the most stable structure are i) 0.000; ii) 0.059, reported in eV.



i) Entry from the Open Molecules 2025 dataset: a 2-piece molecular cluster, C4H12N2 overall (ωB97M-V/def2-TZVPD).

Geometry as XYZ:
```
18
Properties=species:S:1:pos:R:3
C 0.921 1.610 -1.009
C 1.386 0.173 -1.336
C 1.481 -0.708 -0.104
H -0.087 1.630 -0.599
H 0.920 2.177 -1.943
H 1.577 2.088 -0.282
H 2.322 0.259 -1.885
H 0.638 -0.219 -2.026
H 1.425 -1.775 -0.325
H 2.427 -0.582 0.420
H 0.676 -0.478 0.585
N -1.913 0.512 1.015
C -2.080 -0.905 0.957
N -1.637 -1.708 1.971
H -2.766 1.051 1.124
H -1.313 0.790 1.786
H -2.564 -1.294 0.076
H -1.415 -2.621 1.576
```

Results
Spin multiplicity: 2
Total charge: -1
Orbital gap (spin up / spin down) (eV): 2.85 / 7.44

These are the Mulliken partial charges, in e, on atoms 1 to 2:
1 C -1.2912
2 C -0.1092



ii) Entry from the Open Molecules 2025 dataset: an isolated ion of composition C4H12N2 and charge -1 (ωB97M-V/def2-TZVPD).

Geometry as XYZ:
```
18
Properties=species:S:1:pos:R:3
N -0.477 1.768 1.851
C -0.746 0.378 1.558
C 0.287 -0.477 0.823
N 0.158 -0.377 -0.609
C 1.322 -1.028 -1.187
C -0.797 0.035 -1.603
H -0.655 2.332 1.008
H 0.512 1.813 2.078
H -0.994 -0.190 2.477
H -1.693 0.298 0.996
H 1.198 -0.162 1.378
H -0.025 -1.516 1.059
H 1.501 -2.099 -1.051
H 2.238 -0.505 -0.833
H 1.339 -1.039 -2.374
H -1.839 -0.291 -1.338
H -0.833 1.152 -1.587
H -0.497 -0.091 -2.646
```

Results
Spin multiplicity: 2
Total charge: -1
Orbital gap (spin up / spin down) (eV): 2.98 / 8.28

These are the Mulliken partial charges, in e, on atoms 1 to 2:
1 N -0.8410
2 C -1.2275



Energies relative to the most stable structure are i) 0.000; ii) 1.311, reported in eV.



i) Entry from the Open Molecules 2025 dataset: one molecule with the formula CH5OPS (ωB97M-V/def2-TZVPD).

Geometry as XYZ:
```
9
Properties=species:S:1:pos:R:3
C -0.511 1.264 0.200
O 1.855 -0.120 -0.039
P -0.464 -1.775 -0.445
S 0.528 0.155 -0.837
H -0.589 2.153 -0.410
H -0.073 1.488 1.262
H -1.520 0.761 0.064
H 0.782 -2.246 -0.690
H -0.008 -1.680 0.895
```

Results
Spin multiplicity: 1
Orbital gap (eV): 9.23

These are the Mulliken partial charges, in e, on atoms 1 to 2:
1 C -0.7428
2 O -0.5933



ii) Entry from the Open Molecules 2025 dataset: a 2-piece molecular cluster, CH5OPS overall (ωB97M-V/def2-TZVPD).

Geometry as XYZ:
```
9
Properties=species:S:1:pos:R:3
C -2.433 0.560 -0.406
O -1.767 -0.541 -0.189
P -0.329 -0.898 0.352
S 0.608 1.009 0.068
H -3.375 0.484 -0.757
H -1.952 1.570 -0.312
H -1.628 -1.545 -3.124
H -1.604 -1.020 -2.701
H 0.889 1.185 1.381
```

Results
Spin multiplicity: 1
Orbital gap (spin up / spin down) (eV): 7.36 / 8.03

These are the Mulliken partial charges, in e, on atoms 1 to 2:
1 C -0.3991
2 O -0.0727



iii) Entry from the Open Molecules 2025 dataset: a 2-piece molecular cluster, CH5OPS overall (ωB97M-V/def2-TZVPD).

Geometry as XYZ:
```
9
Properties=species:S:1:pos:R:3
C -0.775 0.658 -0.667
O 0.444 -1.619 -0.159
P 0.446 -0.132 0.452
S 2.332 0.479 0.103
H -0.542 0.734 -1.767
H -1.718 0.316 -0.451
H -0.818 1.740 -0.585
H 1.371 -1.956 -0.149
H -0.741 -0.221 3.222
```

Results
Spin multiplicity: 1
Orbital gap (spin up / spin down) (eV): 7.24 / 8.55

These are the Mulliken partial charges, in e, on atoms 1 to 2:
1 C -0.9341
2 O -0.4403



iv) Entry from the Open Molecules 2025 dataset: one molecule with the formula CH5OPS (ωB97M-V/def2-TZVPD).

Geometry as XYZ:
```
9
Properties=species:S:1:pos:R:3
C 0.753 -0.051 0.423
O -1.787 -0.589 -0.243
P -0.754 0.615 -0.146
S -1.598 2.207 0.750
H 0.846 -1.057 -0.027
H 1.618 0.318 -0.243
H 0.962 0.193 1.432
H -2.646 -0.235 -0.593
H -0.345 0.763 -1.734
```

Results
Spin multiplicity: 1
Orbital gap (eV): 9.50

These are the Mulliken partial charges, in e, on atoms 1 to 2:
1 C -0.8495
2 O -0.4780



Energies relative to the most stable structure are i) 2.374; ii) 3.530; iii) 3.192; iv) 0.000, reported in eV.



i) Entry from the Open Molecules 2025 dataset: one molecule with the formula C8H14 (ωB97M-V/def2-TZVPD).

Geometry as XYZ:
```
22
Properties=species:S:1:pos:R:3
C 2.857 2.993 -0.175
C 1.443 2.414 0.060
C 1.319 1.058 -0.660
C -0.147 0.597 -0.709
C -2.453 -3.578 0.646
C -1.905 -2.409 0.965
C -1.559 -1.390 -0.041
C -0.501 -0.603 0.113
H 3.437 2.329 -0.820
H 3.435 3.220 0.715
H 2.824 3.939 -0.722
H 0.758 3.111 -0.378
H 1.357 2.247 1.132
H 1.693 1.133 -1.683
H 2.002 0.364 -0.162
H -0.320 0.332 -1.768
H -0.881 1.403 -0.648
H -2.953 -3.576 -0.323
H -2.472 -4.514 1.180
H -1.358 -2.223 1.887
H -2.188 -1.283 -0.916
H 0.164 -0.703 0.972
```

Results
Spin multiplicity: 1
Orbital gap (eV): 9.71

These are the Mulliken partial charges, in e, on atoms 1 to 2:
1 C -1.1083
2 C -0.3032



ii) Entry from the Open Molecules 2025 dataset: one molecule with the formula C8H14 (ωB97M-V/def2-TZVPD).

Geometry as XYZ:
```
22
Properties=species:S:1:pos:R:3
C -0.993 -0.194 -0.160
C -2.203 0.291 0.152
C 0.331 0.460 -0.080
C 1.457 -0.265 -0.012
C -3.470 -0.479 -0.006
C 0.283 1.966 -0.068
C 2.838 0.316 0.065
C 1.445 -1.772 0.007
H -0.967 -1.210 -0.539
H -2.312 1.283 0.568
H -4.232 0.140 -0.483
H -3.857 -0.780 0.970
H -3.315 -1.374 -0.607
H 0.082 2.331 0.941
H -0.522 2.307 -0.718
H 1.209 2.414 -0.415
H 3.345 -0.055 0.955
H 2.843 1.400 0.103
H 3.417 -0.004 -0.801
H 1.017 -2.173 -0.911
H 0.860 -2.149 0.844
H 2.459 -2.157 0.101
```

Results
Spin multiplicity: 1
Orbital gap (eV): 9.08

These are the Mulliken partial charges, in e, on atoms 1 to 2:
1 C -0.4425
2 C -0.0565



Energies relative to the most stable structure are i) 1.057; ii) 0.000, reported in eV.